1.
{"formula": "C4H4N2O2", "method": "ωB97M-V/def2-TZVPD", "energy_ha": -414.68320, "homo_energy_ev": -8.860, "total_charge": 0, "relative_energy_kcal_mol": 102.3, "homo_lumo_gap_ev": 9.20, "species": ["C", "C", "C", "C", "H", "H", "H", "H", "N", "N", "O", "O"], "coordinates": [[-0.249, -0.418, -1.128], [-0.351, -0.415, 0.998], [1.083, 1.000, 1.214], [0.411, 0.151, 0.031], [0.757, 0.341, -2.497], [-2.126, -1.297, -1.106], [0.800, 2.052, 1.198], [2.075, 0.883, 1.470], [-1.278, -1.144, -0.667], [-1.429, -1.105, 0.754], [0.059, -0.324, -2.426], [0.247, 0.275, 2.159]], "mulliken_charge": [0.044, 0.285, -0.221, 0.397, 0.322, 0.262, 0.179, 0.260, 0.186, -0.818, -0.512, -0.384]}

---

2.
{"formula": "C4H4N2O2", "method": "ωB97M-V/def2-TZVPD", "energy_ha": -414.78700, "homo_energy_ev": -9.317, "total_charge": 0, "relative_energy_kcal_mol": 37.1, "homo_lumo_gap_ev": 9.45, "smiles": "C=Cc1n[nH]c(=O)o1", "species": ["C", "C", "C", "N", "N", "C", "O", "O", "H", "H", "H", "H"], "coordinates": [[3.111, -0.013, 0.252], [1.952, -0.599, -0.108], [0.617, 0.003, -0.199], [0.202, 1.225, -0.168], [-1.155, 1.105, -0.020], [-1.616, -0.182, 0.029], [-2.688, -0.674, 0.191], [-0.450, -0.882, -0.098], [3.062, 1.018, 0.601], [4.096, -0.393, 0.157], [1.941, -1.662, -0.304], [-1.709, 1.921, 0.285]], "mulliken_charge": [-0.683, -0.321, 0.712, -0.612, 0.097, 0.551, -0.560, -0.307, 0.258, 0.297, 0.304, 0.264]}

---

3.
{"formula": "C4H4N2O2", "method": "ωB97M-V/def2-TZVPD", "energy_ha": -414.61338, "homo_energy_ev": -9.623, "total_charge": 0, "relative_energy_kcal_mol": 146.1, "homo_lumo_gap_ev": 8.11, "species": ["C", "C", "C", "C", "H", "H", "H", "H", "N", "N", "O", "O"], "coordinates": [[1.524, 1.155, 1.046], [0.828, 0.279, 0.226], [-1.180, -0.735, -0.565], [-0.576, 0.614, -0.279], [2.400, 0.888, 2.134], [0.212, -2.392, -1.178], [-1.052, 1.185, 0.605], [-0.194, 1.299, -1.025], [1.076, -1.027, 0.039], [0.002, -1.567, -0.593], [0.860, 2.357, 0.636], [-2.422, -1.195, -0.540]], "mulliken_charge": [-0.038, 0.433, 0.322, -0.395, 0.297, 0.274, 0.319, 0.349, -0.576, 0.088, -0.502, -0.570]}

---

4.
{"formula": "C4H4N2O3", "method": "ωB97M-V/def2-TZVPD", "energy_ha": -489.90461, "homo_energy_ev": [-8.551, -8.519], "total_charge": 0, "relative_energy_kcal_mol": 112.5, "homo_lumo_gap_ev": [7.29, 7.75], "species": ["C", "C", "C", "C", "N", "N", "O", "O", "O", "H", "H", "H", "H"], "coordinates": [[-0.093, -0.053, -0.593], [-0.080, 1.354, -0.157], [0.485, 0.060, -1.841], [-0.549, -1.001, 1.583], [0.778, 1.676, -1.299], [-0.442, -1.114, 0.147], [-0.435, 2.057, 0.763], [0.632, -0.335, -2.906], [1.752, 2.421, -1.269], [-1.350, -1.610, 1.882], [0.287, -1.467, 1.905], [-0.653, 0.125, 1.959], [-0.333, -2.113, -0.173]], "mulliken_charge": [0.442, 0.355, 0.239, -0.867, 0.346, -0.283, -0.584, -0.410, -0.465, 0.296, 0.377, 0.288, 0.265]}

---

5.
{"formula": "C4H4N2O3", "method": "ωB97M-V/def2-TZVPD", "energy_ha": -490.02081, "homo_energy_ev": [-8.895, -8.895], "total_charge": 0, "relative_energy_kcal_mol": 39.6, "homo_lumo_gap_ev": [8.59, 8.59], "smiles": "O=C(O)c1cc(=O)[nH][nH]1", "species": ["O", "C", "O", "C", "C", "C", "O", "N", "N", "H", "H", "H", "H"], "coordinates": [[-0.133, -0.431, 2.712], [0.439, 0.150, 1.830], [1.469, 0.968, 2.072], [0.098, -0.059, 0.393], [0.737, 0.392, -0.746], [-0.160, 0.121, -1.841], [-0.176, 0.394, -3.012], [-1.265, -0.526, -1.156], [-0.907, -0.947, 0.117], [1.920, 1.232, 1.255], [1.656, 0.931, -0.855], [-2.189, -0.730, -1.507], [-1.489, -1.494, 0.736]], "mulliken_charge": [-0.545, 0.504, -0.476, 0.372, -0.111, -0.047, -0.604, -0.081, -0.133, 0.318, 0.345, 0.203, 0.255]}

---

6.
{"formula": "C4H4N2O3S", "method": "ωB97M-V/def2-TZVPD", "energy_ha": -888.13271, "homo_energy_ev": [-9.178, -9.177], "total_charge": 0, "relative_energy_kcal_mol": 61.7, "homo_lumo_gap_ev": [7.58, 7.58], "smiles": "CC1=NNC(=O)C1=S(=O)=O", "species": ["C", "C", "N", "N", "C", "O", "C", "S", "O", "O", "H", "H", "H", "H"], "coordinates": [[1.171, 1.432, 0.881], [0.288, 0.808, -0.165], [-0.349, 1.412, -1.153], [-1.127, 0.482, -1.759], [-1.138, -0.756, -1.251], [-1.755, -1.761, -1.585], [-0.178, -0.616, -0.049], [-0.017, -1.751, 1.232], [-0.759, -2.919, 1.263], [1.103, -1.626, 2.088], [1.951, 0.677, 0.932], [0.527, 1.697, 1.751], [1.693, 2.222, 0.486], [-1.412, 0.697, -2.673]], "mulliken_charge": [-1.140, 0.593, -0.752, 0.198, 0.055, -0.609, 0.287, 0.983, -0.416, -0.453, 0.336, 0.264, 0.410, 0.244]}

---

7.
{"formula": "C4H4N2O3S", "method": "ωB97M-V/def2-TZVPD", "energy_ha": -888.12453, "homo_energy_ev": [-8.027, -8.025], "total_charge": 0, "relative_energy_kcal_mol": 66.9, "homo_lumo_gap_ev": [7.10, 7.10], "species": ["C", "C", "C", "C", "N", "N", "O", "O", "O", "S", "H", "H", "H", "H"], "coordinates": [[-0.268, -0.396, -1.454], [0.337, -0.661, -0.234], [-1.070, 1.841, 1.410], [1.433, 0.289, 0.157], [-0.071, -1.633, 0.583], [-0.915, -0.315, -2.399], [-1.720, 1.306, 0.621], [-1.415, -0.114, -3.453], [-0.385, 2.463, 2.086], [-1.462, -2.530, 0.557], [2.105, -0.242, 0.939], [1.023, 1.209, 0.600], [2.004, 0.434, -0.837], [0.405, -1.651, 1.425]], "mulliken_charge": [0.246, 0.112, 0.753, -0.986, -0.183, 0.654, -0.341, -0.653, -0.370, -0.284, 0.315, 0.180, 0.320, 0.238]}

---

8.
{"formula": "C4H4N2OS", "method": "ωB97M-V/def2-TZVPD", "energy_ha": -737.62484, "homo_energy_ev": -8.937, "total_charge": 0, "relative_energy_kcal_mol": 90.8, "homo_lumo_gap_ev": 9.44, "species": ["C", "C", "C", "C", "H", "H", "H", "H", "N", "N", "O", "S"], "coordinates": [[-1.374, 0.418, -0.004], [0.640, 0.942, -0.041], [1.081, -1.020, -0.022], [-0.180, -0.163, -0.096], [-2.845, -1.332, -0.267], [2.590, 0.400, 0.638], [1.261, -1.723, -0.890], [1.187, -1.609, 0.902], [0.092, 2.109, -0.047], [1.896, 0.240, -0.117], [-1.279, 1.779, -0.050], [-3.068, -0.041, -0.006]], "mulliken_charge": [-0.061, 0.195, -0.298, 0.620, 0.135, 0.278, 0.200, 0.222, -0.535, -0.386, -0.138, -0.230]}